1.
ORCA calculation (ωB97M-V/def2-TZVPD) on the ion C5H9O with charge +1.

Each line ends with the Mulliken charge.
Element x y z (Å)
1 O 1.23 -0.28 0.45  -0.0902
2 C -0.49 0.84 -1.68  -1.0707
3 C -2.42 -0.10 -0.26  -0.6960
4 C 2.23 -0.64 1.28  -0.6090
5 C -1.14 0.16 -0.51  0.5953
6 C 0.04 -0.37 0.75  0.1065
7 H 0.17 0.11 -2.15  0.3116
8 H 3.14 -0.80 0.67  0.2599
9 H 0.20 1.68 -1.41  0.3040
10 H 2.36 0.44 1.77  0.3199
11 H -2.64 -0.22 0.82  0.2971
12 H -0.35 -0.90 1.72  0.2858
13 H -1.28 1.13 -2.48  0.3314
14 H 2.05 -1.42 2.01  0.3375
15 H -3.08 0.38 -0.97  0.3169

E_LUMO ... -5.72 eV
Max |F| ... 5.88 eV/A
HOMO ... -14.68 eV
ΔE to the lowest compared entry with this formula, charge and spin ... 235.7 kJ/mol
HOMO-LUMO gap ... 8.959 eV
Charge ... +1


2.
ORCA calculation (ωB97M-V/def2-TZVPD) on the ion C5H9O with charge +1.

Each line ends with the Mulliken charge.
Element x y z (Å)
1 O 1.23 0.66 -0.40  -0.2743
2 C 0.04 1.39 -0.26  -0.3616
3 C 1.41 -0.39 0.56  -0.3792
4 C -0.86 -0.89 -0.36  -0.3408
5 C -1.10 0.48 0.27  -0.7258
6 C 0.54 -1.24 -0.29  0.0498
7 H -2.07 0.88 -0.02  0.3688
8 H -1.07 0.42 1.35  0.3151
9 H 0.21 2.22 0.44  0.2974
10 H 1.01 -1.90 -1.00  0.3733
11 H -0.20 1.79 -1.24  0.3588
12 H 1.06 -0.12 1.56  0.2932
13 H 2.46 -0.69 0.57  0.3146
14 H -1.43 -1.64 0.21  0.3484
15 H -1.24 -0.97 -1.39  0.3623

E_LUMO ... -6.29 eV
Max |F| ... 1.68 eV/A
HOMO ... -15.91 eV
ΔE to the lowest compared entry with this formula, charge and spin ... 78.3 kJ/mol
HOMO-LUMO gap ... 9.624 eV
Charge ... +1


3.
ORCA calculation (ωB97M-V/def2-TZVPD) on an isolated molecule of C5H9O2PS2.

Each line ends with the Mulliken charge.
Element x y z (Å)
1 S 4.09 2.06 -0.41  -0.2031
2 S 2.55 -0.17 -3.53  -0.2095
3 P 1.75 1.48 -2.56  0.0749
4 O -0.01 0.11 0.94  -0.3031
5 O 0.47 -0.34 -1.21  -0.5793
6 C -2.12 0.86 1.89  -1.1623
7 C 0.79 -0.02 -0.07  0.6165
8 C -1.41 0.30 0.63  -0.4666
9 C 2.28 0.20 0.28  -0.3591
10 C 2.70 1.31 -0.71  -0.0422
11 H -1.53 0.82 -0.25  0.4521
12 H 1.38 -0.64 -3.33  0.1631
13 H 2.88 2.10 -3.12  0.0362
14 H 2.42 0.83 1.22  0.2437
15 H 2.84 -0.68 0.39  0.3712
16 H -3.16 1.02 1.68  0.3843
17 H -1.88 1.91 2.02  0.3087
18 H -1.88 0.18 2.63  0.3423
19 H -1.66 -0.70 0.29  0.3321

E_LUMO ... -0.48 eV
Max |F| ... 4.44 eV/A
HOMO ... -8.13 eV
ΔE to the lowest compared entry with this formula, charge and spin ... 210.1 kJ/mol
HOMO-LUMO gap ... 7.654 eV
Charge ... 0


4.
ORCA calculation (ωB97M-V/def2-TZVPD) on a cluster of 2 separate species, C5H9O2S in total.

Each line ends with the Mulliken charge.
Element x y z (Å)
1 S -3.14 1.08 0.80  -0.6832
2 O 3.73 -1.21 -0.25  -0.5529
3 O 2.82 -3.04 0.61  -0.5462
4 C 1.11 -1.24 -0.09  -0.4817
5 C 0.18 -0.03 0.13  -0.2463
6 C 1.34 -0.06 0.98  -0.4213
7 C 2.85 -1.93 0.15  0.6946
8 C -3.35 1.98 -0.82  -0.7159
9 H -3.70 2.99 -0.62  0.2143
10 H 1.98 0.79 0.76  0.2010
11 H -3.99 1.49 -1.56  0.2139
12 H 0.18 0.79 -0.59  0.2775
13 H -0.84 -0.10 0.53  0.0542
14 H -2.36 2.15 -1.24  0.1313
15 H 0.68 -2.13 0.37  0.2691
16 H 1.15 -1.21 -1.19  0.3153
17 H 1.35 -0.32 2.04  0.2763

E_LUMO ... 3.15 eV
Max |F| ... 4.36 eV/A
HOMO ... -2.74 eV
ΔE to the lowest compared entry with this formula, charge and spin ... 335.8 kJ/mol
HOMO-LUMO gap ... 5.893 eV
Charge ... -1


5.
ORCA calculation (ωB97M-V/def2-TZVPD) on a structure of composition C5H9O3Pm.

Each line ends with the Mulliken charge.
Element x y z (Å)
1 Pm 2.15 0.66 0.61  1.8396
2 O 2.07 -1.50 0.30  -0.7635
3 O 1.30 0.51 -1.40  -0.7498
4 O -1.10 -5.98 -2.43  -0.3097
5 C 1.23 -5.60 -2.24  -1.2003
6 C 1.65 -1.78 -0.96  0.2457
7 C 1.31 -0.79 -1.81  -0.1743
8 C -2.24 -6.72 -2.06  -0.6654
9 C 0.07 -6.42 -1.81  0.0203
10 H 0.24 -7.49 -2.02  0.3145
11 H -0.04 -6.35 -0.70  0.2562
12 H 1.55 -2.90 -1.29  0.2357
13 H -2.42 -6.65 -0.98  0.2832
14 H -3.10 -6.30 -2.60  0.2355
15 H 1.00 -1.00 -2.84  0.3673
16 H 1.23 -5.23 -3.27  0.3758
17 H 2.20 -5.85 -1.81  0.4023
18 H -2.12 -7.78 -2.34  0.2870

E_LUMO (alpha / beta) ... -5.61 / -5.50 eV
Spin multiplicity ... 6
Max |F| ... 2.33 eV/A
HOMO (alpha / beta) ... -10.43 / -11.70 eV
ΔE to the lowest compared entry with this formula, charge and spin ... 0.0 kJ/mol
HOMO-LUMO gap (alpha / beta) ... 4.820 / 6.206 eV
Charge ... +1


6.
ORCA calculation (ωB97M-V/def2-TZVPD) on a structure of composition C5H9O3Yb.

Each line ends with the Mulliken charge.
Element x y z (Å)
1 Yb 2.17 -1.62 -2.47  -0.2646
2 O -0.29 -2.53 -2.13  -0.3926
3 O -0.25 -4.73 -1.93  -0.2116
4 O -2.17 -3.69 -1.73  -0.2626
5 C -3.07 -2.63 -2.01  -0.0449
6 C -4.27 -2.73 -1.32  -1.0327
7 C -0.01 -7.11 -2.06  -1.2093
8 C -0.99 -5.98 -1.94  -0.1383
9 C -0.89 -3.59 -1.93  0.7513
10 H -4.75 -3.72 -1.26  0.3585
11 H 0.73 -7.09 -1.24  0.3164
12 H -1.57 -6.04 -1.01  0.2837
13 H -1.69 -5.96 -2.79  0.3121
14 H -4.99 -1.93 -1.52  0.4097
15 H -2.57 -1.66 -2.08  0.2887
16 H -4.44 -2.52 0.45  0.1474
17 H 0.52 -7.08 -3.02  0.3101
18 H -0.56 -8.06 -1.99  0.3789

E_LUMO (alpha / beta) ... 0.47 / -1.55 eV
Spin multiplicity ... 2
Max |F| ... 3.06 eV/A
HOMO (alpha / beta) ... -4.75 / -4.75 eV
ΔE to the lowest compared entry with this formula, charge and spin ... 85.8 kJ/mol
HOMO-LUMO gap (alpha / beta) ... 5.226 / 3.206 eV
Charge ... 0


7.
ORCA calculation (ωB97M-V/def2-TZVPD) on an isolated molecule of C5H9O5.

Each line ends with the Mulliken charge.
Element x y z (Å)
1 O 1.07 -1.16 -3.31  -0.5009
2 O -0.72 -2.68 1.17  -0.1909
3 O -0.80 -1.53 -1.79  -0.3538
4 O -0.40 -3.83 2.05  -0.4123
5 O -1.00 -0.94 -0.51  -0.2884
6 C 0.58 -2.22 0.74  -0.6223
7 C 0.32 -0.83 0.05  1.7608
8 C 0.41 -0.51 -2.27  0.6562
9 C 0.19 0.27 1.04  -1.6497
10 C 1.16 -0.48 -1.07  -1.4717
11 H -1.17 -4.40 1.83  0.3249
12 H -0.26 0.42 -2.51  0.2055
13 H 0.95 -2.92 -0.03  0.3242
14 H 1.15 0.47 1.54  0.3753
15 H 0.37 -1.56 -3.85  0.3354
16 H 2.22 -0.17 -1.05  0.4280
17 H -0.63 0.05 1.73  0.3934
18 H -0.09 1.20 0.52  0.3626
19 H 1.25 -2.17 1.63  0.3239

E_LUMO (alpha / beta) ... 0.82 / -0.46 eV
Spin multiplicity ... 2
Max |F| ... 4.15 eV/A
HOMO (alpha / beta) ... -8.74 / -9.59 eV
ΔE to the lowest compared entry with this formula, charge and spin ... 359.7 kJ/mol
HOMO-LUMO gap (alpha / beta) ... 9.561 / 9.127 eV
Charge ... 0


8.
ORCA calculation (ωB97M-V/def2-TZVPD) on a cluster of 2 separate species, C5H9OP in total.

Each line ends with the Mulliken charge.
Element x y z (Å)
1 P -0.84 1.67 -0.28  -0.0497
2 O 0.00 0.78 -1.42  -0.3788
3 C -1.46 -0.99 -0.16  -0.6782
4 C -2.06 0.26 0.27  -0.8618
5 C 2.92 0.88 -0.05  -0.7837
6 C 0.38 0.38 -0.15  0.3242
7 C -0.04 -0.96 0.35  -0.5263
8 H 3.06 0.76 -1.11  0.2981
9 H -1.78 -1.92 0.29  0.3598
10 H 0.41 -1.83 -0.02  0.3532
11 H -0.05 -0.88 1.52  0.2398
12 H -2.97 0.49 -0.17  0.4221
13 H -2.26 0.22 1.33  0.3770
14 H 3.33 0.13 0.64  0.2916
15 H -1.49 -0.91 -1.24  0.3112
16 H 2.86 1.91 0.21  0.3016

E_LUMO (alpha / beta) ... 0.48 / 0.39 eV
Max |F| ... 3.86 eV/A
HOMO (alpha / beta) ... -8.03 / -8.34 eV
ΔE to the lowest compared entry with this formula, charge and spin ... 458.8 kJ/mol
HOMO-LUMO gap (alpha / beta) ... 8.513 / 8.727 eV
Charge ... 0